Record 1
Formula: AlH6O3
Source: the OMol25 dataset
Level of theory: ωB97M-V with the def2-TZVPD basis set

Output
LUMO energy, eV: -21.6
Charge: +3
E_HOMO, eV: -25.78
Total energy, eV: -12793.9852

Last column: Löwdin charge in e.
Element x y z (Å)
Al (0.341, -0.086, -0.142)  1.824
O (-1.060, -2.645, -0.544)  0.114
H (-1.045, -3.151, -1.356)  0.123
H (-1.656, -3.128, 0.029)  0.126
O (1.936, 0.525, 2.292)  0.157
H (2.323, 1.400, 2.298)  0.123
H (2.510, 0.004, 2.854)  0.135
O (-0.966, 2.011, -1.722)  0.141
H (-1.874, 2.299, -1.627)  0.129
H (-0.509, 2.771, -2.082)  0.128



Record 2
Formula: ArH24O12
Source: the OMol25 dataset
Level of theory: ωB97M-V with the def2-TZVPD basis set

Output
LUMO energy, eV: -0.3
Charge: 0
E_HOMO, eV: -10.12
Total energy, eV: -39314.9047

Last column: Löwdin charge in e.
Element x y z (Å)
Ar (0.047, -0.177, -0.583)  0.178
O (0.588, 0.303, -4.023)  -0.065
H (-0.009, -0.422, -3.835)  -0.012
H (1.458, -0.050, -3.841)  0.042
O (1.687, 2.945, 0.342)  -0.055
H (2.361, 3.593, 0.545)  0.078
H (1.362, 3.199, -0.522)  0.018
O (0.135, 2.632, 2.556)  -0.081
H (0.795, 2.549, 1.868)  -0.033
H (-0.699, 2.656, 2.088)  -0.045
O (1.245, -1.002, 2.552)  -0.050
H (1.381, -1.796, 3.069)  0.052
H (0.302, -0.978, 2.393)  -0.020
O (1.064, 3.022, -2.595)  -0.046
H (0.652, 3.789, -2.994)  0.045
H (0.671, 2.276, -3.048)  0.003
O (3.198, 0.798, 1.441)  -0.070
H (2.698, 1.309, 0.805)  -0.025
H (2.577, 0.147, 1.768)  -0.028
O (-1.617, -0.890, 2.484)  -0.038
H (-1.500, -0.551, 3.372)  0.076
H (-1.965, -1.773, 2.608)  0.065
O (-4.029, -0.268, 0.871)  -0.057
H (-3.214, -0.381, 1.360)  -0.027
H (-4.228, 0.665, 0.950)  0.027
O (-1.918, 2.989, 0.896)  -0.034
H (-1.655, 3.908, 0.859)  0.062
H (-1.512, 2.592, 0.125)  0.039
O (-0.838, -2.379, -3.663)  -0.060
H (-0.373, -2.910, -3.018)  -0.025
H (-0.893, -2.937, -4.439)  0.043
O (0.403, -3.572, 1.017)  -0.032
H (0.855, -2.874, 1.491)  0.009
H (-0.329, -3.813, 1.585)  0.052
O (0.197, -4.078, -1.781)  -0.043
H (0.986, -4.613, -1.862)  0.058
H (0.117, -3.909, -0.842)  0.000



Computed orbital gap (eV) in order:
4.20 9.81
Computed energy relative to the best compared isomer or geometry (same formula, charge and spin) (kJ/mol) in order:
422.3 91.1
Computed M (g mol⁻¹) in order:
81.0 256.1